70
Properties=species:S:1:pos:R:3:forces:R:3 method="wB97M-V/def2-TZVPD" lumo_energy_ev=-14.21 energy_ha=-4368.34358 de_lowest_kcal_mol=0.0 total_charge=+4
Zr -0.2192 -0.4150 0.1504 0.035 2.038 1.996
P 0.2612 1.9880 1.6084 0.107 1.492 1.189
P -2.7856 0.2553 0.0146 -2.429 0.862 -0.355
P 2.3743 -0.3561 -0.2786 3.075 0.090 -0.629
H -1.6038 -2.4465 -2.6068 -0.495 0.586 -0.449
C -0.6252 -2.5097 -2.1897 0.352 -1.721 2.528
C -0.4335 -2.3266 -0.8126 -0.503 -2.711 -3.203
H -1.3581 -2.3072 -0.1869 0.075 -0.101 -0.254
C 0.4528 3.6730 0.9479 -0.037 -0.268 -1.015
C -1.0902 2.3972 2.7874 -0.154 -0.559 0.041
C 1.6988 2.0293 2.7528 0.070 -0.644 -0.129
C -3.5978 -0.6675 -1.3544 0.413 -0.183 -0.066
C -3.8685 -0.1783 1.4124 0.384 -0.302 0.548
C -3.4830 1.9084 -0.3922 0.771 0.284 -0.017
C 2.7561 -1.5127 -1.6656 -0.580 -0.061 -0.011
C 3.4810 -1.0433 1.0171 -0.505 -0.056 0.505
C 3.4157 1.0606 -0.8445 -0.551 0.322 0.135
H 0.0929 -3.1136 -2.7611 0.160 0.952 -0.069
H 0.4174 -2.8983 -0.4138 -0.112 0.281 0.358
H 0.6219 4.3720 1.7790 -0.061 -0.283 -0.259
H -0.4464 3.9523 0.3939 0.098 0.165 0.033
H 1.2979 3.6880 0.2590 0.026 0.267 0.000
H -0.8594 3.3788 3.2436 -0.172 -0.501 -0.259
H -1.1807 1.6466 3.5815 -0.010 0.151 -0.121
H -2.0367 2.4382 2.2413 0.038 0.208 0.239
H 1.7059 3.0064 3.2668 0.001 -0.434 -0.262
H 2.6261 1.8905 2.1884 -0.043 0.193 0.187
H 1.6293 1.2299 3.4953 0.058 0.091 0.000
H -4.6753 -0.6850 -1.1249 0.375 -0.122 -0.164
H -3.2061 -1.6875 -1.4574 -0.439 0.161 0.029
H -3.4232 -0.1155 -2.2860 -0.131 -0.228 0.175
H -4.8886 0.1134 1.1330 0.216 -0.151 0.119
H -3.5733 0.3627 2.3176 -0.116 -0.037 -0.116
H -3.8305 -1.2520 1.6251 -0.118 0.132 -0.018
H -4.5817 1.8199 -0.3487 0.462 0.040 -0.020
H -3.1737 2.1901 -1.4105 -0.201 0.054 0.377
H -3.1304 2.6678 0.3213 -0.289 -0.138 -0.296
H 3.8516 -1.6423 -1.6481 -0.501 -0.066 -0.192
H 2.4291 -1.0666 -2.6173 0.219 -0.140 0.151
H 2.2443 -2.4766 -1.5359 0.442 0.159 -0.082
H 4.4286 -1.3545 0.5528 -0.325 0.148 0.074
H 3.0161 -1.9033 1.5065 0.183 -0.032 -0.038
H 3.6825 -0.2854 1.7827 -0.014 -0.129 -0.156
H 4.3494 0.6303 -1.2637 -0.540 0.280 0.297
H 3.6496 1.7260 0.0084 -0.067 -0.283 -0.522
H 2.8757 1.6220 -1.6237 0.356 -0.079 0.221
C -0.1384 0.4772 -4.1780 0.645 0.535 -1.036
C -0.6143 -0.6579 -4.8477 0.420 0.023 0.779
C 0.1407 -1.1113 -5.9294 -0.326 -0.435 -0.455
C 1.1127 -0.3158 -6.5325 0.392 0.534 0.217
C 1.4243 0.9481 -5.9827 -0.253 -0.940 -0.647
C 0.8585 1.2846 -4.7612 -0.001 0.106 0.028
Se -0.5951 1.0866 -2.4010 0.504 -0.800 0.010
H 0.4616 0.0619 -1.8815 -0.189 0.742 -0.047
H -1.5209 -1.1746 -4.5471 0.210 -0.073 0.079
H -0.0643 -2.1109 -6.3345 -0.158 0.599 -0.040
H 1.6395 -0.6661 -7.4298 -0.327 0.150 0.422
H 2.1027 1.6181 -6.5261 -0.214 -0.274 0.518
H 1.2099 2.1908 -4.2868 -0.172 0.064 0.159
C 1.0183 -2.4383 5.2231 0.858 -0.650 -0.273
N -0.1340 -1.7457 4.5760 -0.163 0.768 -0.710
C -1.2115 -1.2583 5.4787 -1.165 0.326 0.120
C -0.1707 -1.4617 3.3234 0.324 -0.372 0.377
N -0.1777 -1.2204 2.1550 -0.133 0.007 0.509
H 0.7956 -2.5683 6.2887 -0.014 0.153 -0.441
H 1.9520 -1.8638 5.1036 -0.492 -0.141 0.061
H 1.1285 -3.4300 4.7670 0.030 0.249 0.166
H -1.3443 -0.1704 5.4574 0.409 -0.206 -0.073
H -2.1682 -1.7044 5.2048 0.111 -0.136 -0.086
H -0.9925 -1.5725 6.4959 0.183 0.043 -0.139